#P
This record from OMol25 describes 21 unconnected molecules or ions with the total composition H42O21. The level of theory is ωB97M-V/def2-TZVPD.

Geometry (Å):
O1 0.507 -4.034 -2.832
H1 0.139 -3.783 -3.669
H2 0.229 -3.331 -2.317
O2 0.553 -2.718 -0.013
H3 1.360 -2.444 -0.319
H4 0.492 -1.968 0.610
O3 -3.437 -0.391 -3.351
H5 -3.887 -0.310 -2.356
H6 -3.355 -1.329 -3.272
O4 2.232 1.651 -1.053
H7 2.052 2.639 -0.935
H8 1.514 1.132 -0.578
O5 0.504 1.915 -3.069
H9 0.077 2.827 -3.042
H10 0.866 1.829 -2.206
O6 -2.925 -0.381 3.449
H11 -3.411 -0.821 2.659
H12 -2.311 -0.964 3.791
O7 0.388 4.408 -1.904
H13 0.349 4.835 -2.697
H14 0.731 5.187 -1.433
O8 -5.225 0.066 -0.729
H15 -4.378 -0.317 -0.377
H16 -5.298 1.022 -0.431
O9 -1.041 -1.827 -4.744
H17 -1.253 -0.949 -4.763
H18 -1.066 -2.180 -3.883
O10 0.937 -0.923 2.221
H19 1.562 -0.340 1.575
H20 1.172 -0.306 2.915
O11 -1.429 -2.568 3.601
H21 -1.706 -3.493 3.502
H22 -0.689 -2.370 3.035
O12 2.853 -1.342 -0.774
H23 2.654 -2.226 -1.163
H24 3.393 -0.829 -0.236
O13 0.087 3.045 4.094
H25 -0.536 2.797 3.407
H26 0.270 2.358 4.676
O14 -1.969 2.792 1.472
H27 -2.404 3.298 0.665
H28 -2.501 2.904 2.214
O15 2.933 0.746 1.686
H29 2.679 1.233 0.803
H30 3.860 1.034 1.611
O16 0.665 -5.247 1.171
H31 0.205 -4.396 1.107
H32 0.786 -5.241 0.162
O17 3.480 1.542 -3.403
H33 3.559 2.528 -3.232
H34 2.451 1.406 -3.326
O18 1.598 3.272 0.803
H35 0.699 3.082 0.993
H36 1.562 3.939 1.565
O19 -0.190 0.509 -0.649
H37 -0.559 0.544 -1.522
H38 -0.638 0.964 0.055
O20 3.317 -1.504 4.028
H39 3.212 -1.505 3.113
H40 2.571 -1.686 4.418
O21 -3.012 -1.094 -0.418
H41 -1.963 -0.804 -0.374
H42 -3.315 -1.887 -0.329

Results
- spin multiplicity = 1
- charge = 0
- orbital gap (eV) = 9.52

#Q
This record from OMol25 describes 21 unconnected molecules or ions with the total composition H42O21. The level of theory is ωB97M-V/def2-TZVPD.

Geometry (Å):
O1 -1.504 -4.320 -2.128
H1 -1.294 -5.093 -1.633
H2 -2.300 -4.476 -2.630
O2 -0.554 0.693 4.694
H3 -0.785 1.328 3.987
H4 -1.348 0.215 4.929
O3 0.204 3.509 3.629
H5 -0.719 3.676 3.913
H6 0.140 4.266 2.994
O4 -1.534 -1.624 0.573
H7 -0.816 -1.774 -0.044
H8 -0.827 -1.717 1.366
O5 3.187 1.035 2.376
H9 4.134 1.245 2.331
H10 3.014 1.050 3.349
O6 -3.901 -2.683 1.364
H11 -4.367 -3.054 0.602
H12 -2.963 -2.555 1.111
O7 -2.326 0.669 1.002
H13 -2.614 -0.238 1.265
H14 -1.380 0.629 0.937
O8 3.634 0.364 -3.346
H15 3.507 1.215 -2.949
H16 4.267 -0.085 -2.841
O9 -4.587 3.300 -0.337
H17 -4.417 2.406 0.088
H18 -3.770 3.320 -0.855
O10 -4.492 0.540 2.635
H19 -4.708 -0.421 2.529
H20 -3.948 0.781 1.880
O11 0.740 1.540 1.902
H21 1.638 1.886 1.892
H22 0.349 1.796 2.715
O12 -1.855 0.399 -2.627
H23 -1.389 1.271 -2.458
H24 -1.704 -0.070 -1.816
O13 1.318 -1.206 -0.519
H25 1.517 -0.390 -0.009
H26 0.803 -0.927 -1.292
O14 1.178 1.207 -4.502
H27 0.430 0.795 -4.007
H28 1.440 1.929 -3.895
O15 -2.914 -2.511 -4.053
H29 -2.776 -2.052 -3.198
H30 -2.081 -2.282 -4.537
O16 0.603 -2.905 2.282
H31 0.660 -2.009 2.665
H32 -0.309 -3.211 2.556
O17 4.914 -0.681 -1.112
H33 4.784 -0.717 -0.128
H34 4.137 -1.275 -1.140
O18 4.559 -1.362 1.828
H35 4.419 -1.675 2.737
H36 3.898 -0.723 1.748
O19 -0.067 2.294 -1.415
H37 0.481 2.177 -0.650
H38 0.633 2.921 -1.825
O20 2.462 3.356 -1.316
H39 2.579 4.283 -1.600
H40 3.041 3.348 -0.531
O21 0.055 -2.345 -2.601
H41 -0.522 -3.073 -2.378
H42 0.051 -1.988 -3.507

Results
- spin multiplicity = 1
- charge = 0
- orbital gap (eV) = 9.69

Most stable of them? #Q.